4 unconnected molecules or ions with the total composition C27H37BBrFN3O14 in a non-equilibrium geometry. Source: the OMol25 dataset; level of theory: ωB97M-V with the def2-TZVPD basis set.

Values from the calculation:
F_max   0.030 Eh/bohr
HOMO   -5.2 eV
Charge   -1

Geometry as XYZ:
```
84
Properties=species:S:1:pos:R:3:mulliken_charge:R:1
C -0.66735 -2.18259 -0.87549 -0.48
C -1.62513 -1.76975 -1.95263 0.80
O -1.30974 -1.58776 -3.10681 -0.64
O -2.85672 -1.60600 -1.47583 -0.29
C -3.85472 -1.25438 -2.44859 -1.55
C -3.92963 0.22120 -2.90168 1.63
C -3.48955 0.53316 -4.33631 -0.21
C -4.07270 -0.26490 -5.48504 -0.09
O -3.61466 -0.19192 -6.57702 -0.52
Br -5.63647 -1.42184 -5.26756 -0.18
O -5.31504 0.50054 -2.83975 -0.85
B -5.58569 1.88005 -2.39971 1.38
C -6.75548 2.00635 -1.26882 0.46
O -7.88365 1.60157 -1.38243 -0.60
N -6.42664 2.71524 -0.01366 -0.29
C -6.50688 1.92266 1.13404 0.51
O -5.92331 0.92130 1.39012 -0.42
F -7.37636 2.41972 2.04046 -0.27
O -4.25539 2.37338 -1.99663 -1.08
C -3.32947 1.35084 -1.95788 1.72
N -3.23331 0.89949 -0.51813 -0.45
C -3.13772 1.73955 0.33981 0.55
O -3.01007 2.57534 1.14772 -0.62
C -1.98014 1.97997 -2.33674 -1.07
C -0.78683 1.39988 -1.93030 0.00
C 0.39593 2.00505 -2.33345 -1.08
C 0.30347 3.14686 -3.11373 -0.50
N -0.82876 3.73585 -3.48604 -0.70
C -1.96385 3.14563 -3.09164 -0.06
H 0.33285 -2.32937 -1.26645 0.23
H -0.66816 -1.38296 -0.13315 -0.46
H -1.04763 -3.05902 -0.35179 0.51
H -4.81322 -1.48841 -2.00138 0.39
H -3.72977 -1.92333 -3.29798 0.50
H -3.78926 1.56489 -4.53446 0.38
H -2.41068 0.44708 -4.46633 0.18
H -6.03132 2.47897 -3.38997 -0.40
H -5.49302 3.11364 -0.07862 0.34
H -0.77413 0.50382 -1.33180 0.67
H 1.35360 1.59543 -2.04545 0.56
H 1.22529 3.61060 -3.45387 0.38
H -2.89087 3.60468 -3.40335 0.61
O 2.91298 0.44102 -0.56796 -0.59
C 2.53099 0.21440 0.54950 0.69
O 1.20691 0.29540 0.79012 -0.02
C 0.60216 -0.10408 2.02382 -0.56
C 0.64542 1.00031 3.05934 -0.85
C 3.47395 -0.06396 1.69041 -1.28
H 1.04631 -1.03269 2.38684 0.38
H -0.43292 -0.32990 1.77044 0.38
H 1.66948 1.26314 3.32760 0.12
H 0.12020 0.68994 3.96413 0.39
H 0.16691 1.89789 2.66674 0.28
H 3.83177 0.88139 2.09566 0.31
H 4.32171 -0.62363 1.30221 0.44
H 3.03564 -0.64999 2.49386 0.30
O 5.04431 1.27321 4.31086 -0.53
C 4.59251 1.03637 5.39690 0.79
O 3.25670 1.10840 5.56282 -0.30
C 2.58585 0.68336 6.75234 -0.39
C 2.56195 1.76683 7.80984 -1.05
C 5.47781 0.74291 6.58518 -1.15
H 3.01477 -0.24844 7.12462 0.35
H 1.56982 0.45512 6.43419 0.33
H 3.56743 2.03012 8.13937 0.28
H 1.99031 1.43786 8.67789 0.38
H 2.10287 2.67044 7.40927 0.31
H 5.80880 1.68841 7.01316 0.29
H 6.34604 0.19442 6.22907 0.31
H 5.00362 0.14564 7.35965 0.37
O 2.39809 -4.50200 -0.32452 -0.56
C 3.20077 -4.30370 -1.19513 0.82
O 3.26831 -3.08130 -1.74998 -0.36
C 4.29814 -2.68122 -2.65783 -0.38
C 3.97947 -3.08677 -4.08187 -1.03
C 4.07447 -5.41254 -1.73622 -1.10
H 5.27008 -3.05268 -2.32667 0.38
H 4.33394 -1.59558 -2.58296 0.32
H 3.91741 -4.17036 -4.18911 0.27
H 4.74632 -2.71664 -4.76307 0.38
H 3.01560 -2.67444 -4.37959 0.31
H 3.50866 -5.96530 -2.48512 0.28
H 4.31755 -6.08096 -0.91394 0.31
H 5.00906 -5.07093 -2.17351 0.35
```



A single C9H11BO4 molecule in a non-equilibrium geometry. Source: the OMol25 dataset; level of theory: ωB97M-V with the def2-TZVPD basis set.

Values from the calculation:
F_max   0.056 Eh/bohr
Relative energy (zero: lowest compared OMol25 entry of this formula, charge and spin)   0.250 eV
HOMO   -9.7 eV
Charge   0

Geometry as XYZ:
```
25
Properties=species:S:1:pos:R:3:mulliken_charge:R:1
O 0.39807 -1.60355 1.11981 -0.58
O -3.19891 -1.06501 -2.54518 -0.61
O -3.78082 1.18154 -2.87280 -0.53
O 1.60762 0.04923 2.12310 -0.38
B -2.89688 0.27326 -2.34154 0.69
C 0.69311 -0.43415 1.18531 0.38
C 0.02337 2.41462 -1.20548 -0.49
C -1.03935 1.93625 -1.90720 -0.57
C 0.57729 1.70405 -0.17292 -0.64
C -1.10606 0.04100 -0.46123 -0.33
C -1.62766 0.74407 -1.51048 0.20
C 0.03083 0.48810 0.20971 0.15
C 2.99200 -1.96015 2.11659 -1.12
C 2.11246 -1.03412 2.87615 -0.16
H -2.60774 -1.77391 -2.21806 0.31
H -4.53191 0.71947 -3.30352 0.32
H 0.38447 3.40654 -1.38317 0.39
H -1.47859 2.47668 -2.73456 0.42
H 1.44263 2.06222 0.32615 0.50
H -1.54412 -0.88755 -0.12453 0.47
H 2.48386 -2.37352 1.23332 0.34
H 3.27175 -2.81067 2.74342 0.35
H 3.90196 -1.44617 1.85869 0.29
H 2.66943 -0.57879 3.72233 0.30
H 1.22321 -1.52943 3.26609 0.33
```



2 unconnected molecules or ions with the total composition C9H10N3 in a non-equilibrium geometry. Source: the OMol25 dataset; level of theory: ωB97M-V with the def2-TZVPD basis set.

Values from the calculation:
F_max   0.094 Eh/bohr
Relative energy (zero: lowest compared OMol25 entry of this formula, charge and spin)   3.636 eV
HOMO   -12.2 eV
Charge   +1

Geometry as XYZ:
```
22
Properties=species:S:1:pos:R:3:mulliken_charge:R:1
C 1.22501 3.03458 -0.53831 -0.10
C -3.03244 -0.86389 0.76450 -0.63
C -2.90856 0.51558 0.55589 -0.67
C -1.99598 -1.74453 0.51355 -0.61
C -1.67518 1.04081 0.13607 -0.71
C -0.74587 -1.29313 0.08435 0.87
C -0.57776 0.12799 -0.05116 0.88
C 3.90777 1.06490 -0.15124 -0.39
C 0.27744 -2.30220 -0.22465 -1.44
N 5.05290 1.21157 -0.18381 0.03
N 0.95662 1.91456 -0.49488 -0.23
N 0.62900 0.70685 -0.50529 0.19
H -3.96854 -1.17557 1.13868 0.43
H -3.61934 1.22023 0.74756 0.48
H -2.27457 -2.79289 0.31485 0.29
H -1.59326 1.96669 -0.30071 0.43
H 1.54502 3.93222 -0.26454 0.54
H -0.34821 -3.05836 -0.81323 0.30
H 1.14159 -1.88831 -0.64735 0.39
H 0.58265 -2.84196 0.63269 0.34
H 6.06455 1.27307 -0.07462 0.33
H 1.35718 -0.04819 -0.63836 0.30
```



A molecular structure, C13H18N3O2S2SeSiZn. Source: the OMol25 dataset; level of theory: ωB97M-V with the def2-TZVPD basis set.

Values from the calculation:
Multiplicity   2
F_max   0.010 Eh/bohr
Relative energy (zero: lowest compared OMol25 entry of this formula, charge and spin)   0.032 eV
HOMO (spin up / spin down)   0.6 / -1.9 eV
Charge   -2

Geometry as XYZ:
```
41
Properties=species:S:1:pos:R:3:mulliken_charge:R:1
Zn -0.67560 -0.03643 0.14251 0.00
C 4.98569 -2.78463 3.28622 -1.12
Si 4.67386 -1.33064 2.11581 0.24
C 5.25311 -1.88115 0.41112 -1.13
C 5.87893 0.03771 2.63332 -1.10
C 2.94425 -0.70361 2.36935 0.61
C 2.68964 -0.18680 3.68782 -0.68
C 1.39042 0.26938 3.98755 -0.73
C 0.42113 0.24288 3.03053 -0.48
N 0.64865 -0.22070 1.75081 -0.40
C 1.88333 -0.69342 1.48146 0.65
S 2.12569 -1.38702 -0.14348 -0.33
H 6.03249 -3.09652 3.26370 0.30
H 4.36784 -3.63879 3.00607 0.31
H 4.72766 -2.51514 4.31079 0.34
H 6.30457 -2.17144 0.48379 0.26
H 5.16614 -1.07895 -0.32036 0.33
H 4.68386 -2.72740 0.03304 0.35
H 6.90890 -0.32555 2.62368 0.30
H 5.65673 0.40822 3.63283 0.34
H 5.81133 0.88337 1.94769 0.30
H 3.46676 -0.17048 4.43996 0.23
H 1.14801 0.63388 4.97881 0.32
H -0.59104 0.56762 3.23032 0.41
N 1.17228 2.01772 -0.35846 -0.27
C 0.68852 3.14685 -1.12888 -0.73
C -0.37759 2.69362 -2.11964 -0.46
C -1.72585 2.39712 -1.43803 0.57
O -2.66474 3.15248 -1.69503 -0.75
O -1.80321 1.36982 -0.68989 -0.63
H 1.73027 2.28314 0.44275 0.14
H 1.71963 1.38447 -0.93174 0.16
H 1.49257 3.67548 -1.66954 0.36
H 0.24430 3.86756 -0.43522 0.34
H -0.02843 1.79946 -2.64641 0.24
H -0.55234 3.48688 -2.84886 0.29
Se -4.35519 -1.89658 2.98863 -0.41
C -3.08154 -1.28381 1.88126 0.41
N -2.25559 -0.89520 1.16775 -0.44
S 0.62229 -1.65865 -2.55764 -0.38
C 0.64003 -1.11855 -0.99049 0.25
```



A molecular structure, C4H8N2O. Source: the OMol25 dataset; level of theory: ωB97M-V with the def2-TZVPD basis set.

Values from the calculation:
F_max   0.010 Eh/bohr
Relative energy (zero: lowest compared OMol25 entry of this formula, charge and spin)   1.711 eV
HOMO   -9.8 eV
Charge   0

Geometry as XYZ:
```
15
Properties=species:S:1:pos:R:3:mulliken_charge:R:1
C 1.79136 0.06453 0.38726 -1.26
C 0.76724 -0.36483 -0.63235 0.14
O 0.10446 -1.61032 -0.22157 -0.43
C -1.05350 -0.93479 0.04928 0.23
N -2.09486 -1.27346 0.66446 -0.67
C -0.60257 0.35964 -0.58221 0.31
N -0.74926 1.55321 0.21197 -0.64
H 1.34609 0.07670 1.38586 0.29
H 2.14655 1.07585 0.16576 0.31
H 2.64415 -0.62103 0.38739 0.36
H 1.19494 -0.48875 -1.63246 0.33
H -2.02834 -2.23658 0.99663 0.28
H -1.02776 0.43840 -1.59298 0.26
H -0.85378 2.36945 -0.38079 0.24
H -1.58794 1.47703 0.77999 0.26
```



Repeat the third record exactly.
2 unconnected molecules or ions with the total composition C9H10N3 in a non-equilibrium geometry. Source: the OMol25 dataset; level of theory: ωB97M-V with the def2-TZVPD basis set.

Values from the calculation:
F_max   0.094 Eh/bohr
Relative energy (zero: lowest compared OMol25 entry of this formula, charge and spin)   3.636 eV
HOMO   -12.2 eV
Charge   +1

Geometry as XYZ:
```
22
Properties=species:S:1:pos:R:3:mulliken_charge:R:1
C 1.22501 3.03458 -0.53831 -0.10
C -3.03244 -0.86389 0.76450 -0.63
C -2.90856 0.51558 0.55589 -0.67
C -1.99598 -1.74453 0.51355 -0.61
C -1.67518 1.04081 0.13607 -0.71
C -0.74587 -1.29313 0.08435 0.87
C -0.57776 0.12799 -0.05116 0.88
C 3.90777 1.06490 -0.15124 -0.39
C 0.27744 -2.30220 -0.22465 -1.44
N 5.05290 1.21157 -0.18381 0.03
N 0.95662 1.91456 -0.49488 -0.23
N 0.62900 0.70685 -0.50529 0.19
H -3.96854 -1.17557 1.13868 0.43
H -3.61934 1.22023 0.74756 0.48
H -2.27457 -2.79289 0.31485 0.29
H -1.59326 1.96669 -0.30071 0.43
H 1.54502 3.93222 -0.26454 0.54
H -0.34821 -3.05836 -0.81323 0.30
H 1.14159 -1.88831 -0.64735 0.39
H 0.58265 -2.84196 0.63269 0.34
H 6.06455 1.27307 -0.07462 0.33
H 1.35718 -0.04819 -0.63836 0.30
```